[1]
# C33H34N5O3Ru

C33H34N5O3Ru as an isolated structure (ωB97M-V with the def2-TZVPD basis set, the OMol25 dataset).

```
76
C33H34N5O3Ru | the OMol25 dataset | ωB97M-V with the def2-TZVPD basis set
Ru 0.9256 0.1264 1.2807
C -4.1131 0.1612 -4.7567
O -4.9220 0.7970 -3.7790
C -4.4340 1.9113 -3.1800
C -3.1618 2.4285 -3.4037
C -2.7467 3.5608 -2.7135
C -3.6000 4.1851 -1.8151
C -4.8949 3.6984 -1.6459
C -5.3015 2.5536 -2.2962
N -3.3097 5.4072 -1.1138
N -2.2656 5.6106 -0.4784
C -1.2823 4.5804 -0.2683
C 0.0123 4.8032 -0.6516
C 1.0257 3.8506 -0.4203
C 0.7233 2.6796 0.2226
O 1.6294 1.7308 0.5178
C -0.5968 2.4659 0.6677
N -0.7987 1.2964 1.3516
C -1.9717 1.0835 1.9098
C -3.0245 2.0051 1.8118
C -2.8589 3.1484 1.0782
C -1.6117 3.4115 0.4697
H -4.6983 -0.6714 -5.1349
H -3.1861 -0.2184 -4.3182
H -3.8779 0.8435 -5.5760
H -2.4913 1.9744 -4.1187
H -1.7641 3.9624 -2.9092
H -5.5754 4.2338 -0.9961
H -6.2990 2.1567 -2.1633
H 0.2585 5.7282 -1.1571
H 2.0409 4.0436 -0.7395
H -2.1015 0.1521 2.4429
H -3.9582 1.7847 2.3082
H -3.6654 3.8636 0.9844
C 0.8895 -1.6965 0.5052
C -0.3188 -1.2886 0.5508
C -1.7408 -1.4504 0.2911
C -2.3495 -0.7699 -0.7626
C -3.7084 -0.9210 -0.9894
C -4.4666 -1.7401 -0.1625
C -3.8647 -2.4106 0.8925
C -2.5051 -2.2659 1.1241
H -1.7581 -0.1161 -1.3935
H -4.1783 -0.3979 -1.8116
H -5.5275 -1.8541 -0.3415
H -4.4528 -3.0487 1.5387
H -2.0345 -2.7812 1.9521
N 2.8810 -0.0595 2.0011
C 4.0039 -0.0814 2.2776
N 5.2573 -0.1193 2.6176
C 6.3190 0.2203 1.6533
C 7.0794 -1.0472 1.3028
O 7.5605 -1.6763 2.4737
C 6.5059 -2.0866 3.3207
C 5.7021 -0.8876 3.7953
H 6.9842 0.9400 2.1326
H 5.8697 0.6820 0.7761
H 7.9456 -0.8114 0.6874
H 6.4269 -1.7337 0.7463
H 6.9580 -2.5969 4.1692
H 5.8503 -2.7923 2.7927
H 6.3237 -0.2300 4.4046
H 4.8306 -1.1887 4.3735
C 0.5094 -4.7370 0.5662
C 1.3553 -3.9826 -0.4522
C 2.5012 -4.8517 -0.9592
C 1.9244 -2.6880 0.1420
H 0.0997 -5.6473 0.1281
H -0.3278 -4.1384 0.9252
H 1.1166 -5.0269 1.4281
H 0.7224 -3.7072 -1.3021
H 3.1580 -5.1415 -0.1347
H 3.1034 -4.3300 -1.7049
H 2.1211 -5.7659 -1.4150
H 2.5305 -2.9134 1.0253
H 2.5985 -2.2096 -0.5747
```

## Properties
Charge: +1
Relative energy (zero: lowest compared OMol25 entry of this formula, charge and spin) (eV): 0.0000
Gap between HOMO and LUMO (alpha / beta) (eV): 6.46 / 6.40

These are the Mulliken partial charges, in e, on atoms 1 to 2: 0.77 -0.84

[2]
# C33H35BrF6IrN6O7S3

C33H35BrF6IrN6O7S3 as an isolated structure (ωB97M-V with the def2-TZVPD basis set, the OMol25 dataset).

```
92
C33H35BrF6IrN6O7S3 | the OMol25 dataset | ωB97M-V with the def2-TZVPD basis set
Ir -0.4648 -0.5422 0.7936
C -0.0112 2.3837 1.6846
N -1.0263 1.3071 1.7536
C -1.4063 1.1470 3.1770
C -2.2434 1.7475 0.9985
C -3.1295 0.5590 0.7734
C -4.5125 0.6784 0.7489
C -5.3064 -0.4466 0.5852
C -4.7022 -1.6893 0.4688
C -3.3178 -1.8019 0.4914
C -2.4952 -0.6828 0.6234
H -0.4623 3.3106 2.0486
H 0.3179 2.5194 0.6597
H 0.8430 2.1164 2.2979
H -1.7561 2.1079 3.5630
H -0.5383 0.8271 3.7487
H -2.1973 0.4054 3.2680
H -1.9072 2.1785 0.0564
H -2.7457 2.5330 1.5705
H -4.9702 1.6540 0.8697
H -6.3845 -0.3558 0.5662
H -5.3082 -2.5810 0.3614
H -2.8871 -2.7933 0.4002
F 3.9569 1.4596 -4.1239
C 3.4034 0.2942 -3.8098
F 4.3286 -0.6609 -3.8874
F 2.4388 0.0249 -4.6929
S 2.7275 0.3203 -2.0950
O 2.1091 -0.9614 -1.9182
O 3.8305 0.7083 -1.2812
N 1.6901 1.5251 -2.2396
S 0.1624 1.5010 -2.0717
O -0.3539 0.7171 -0.9474
O -0.3894 2.8162 -2.1394
C -0.5550 0.6526 -3.5367
F -0.1935 1.2821 -4.6453
F -0.1591 -0.6170 -3.6074
F -1.8871 0.6775 -3.4367
Br 6.9280 0.2047 4.6855
C 5.6184 0.8402 3.4674
C 5.7080 2.1401 2.9962
C 4.7465 2.5992 2.1077
C 3.7104 1.7711 1.7046
C 3.6361 0.4701 2.1842
C 4.5980 -0.0024 3.0704
C 2.5151 -0.4573 1.7926
O 2.5415 -1.6304 2.1626
O 1.5646 0.0984 1.1215
H 6.5192 2.7792 3.3161
H 4.8149 3.6080 1.7220
H 2.9729 2.1167 0.9956
H 4.5309 -1.0188 3.4309
C -1.4881 -6.3392 0.9273
C -1.8878 -5.1765 1.7748
C -3.0587 -5.1612 2.5274
C -3.3101 -4.0469 3.3055
N -2.4793 -3.0059 3.3453
C -1.4187 -3.1104 2.5628
S -0.3232 -1.6985 2.6394
N -1.0656 -4.1205 1.7897
H -2.1631 -7.1819 1.0628
H -0.4734 -6.6440 1.1845
H -1.4869 -6.0589 -0.1282
H -3.7394 -6.0006 2.5163
H -4.1980 -3.9795 3.9236
C -3.4672 -5.5883 -5.1881
C -3.9538 -4.8835 -3.9298
N -2.9214 -4.0281 -3.3393
C -2.8744 -2.6515 -3.8130
C -3.9841 -1.7912 -3.2245
C -1.9837 -4.6419 -2.5907
O -2.0164 -5.8522 -2.3825
C -0.8667 -3.8822 -1.9163
C 0.3275 -4.5838 -1.7484
C 1.3036 -4.0667 -0.9295
C 1.0462 -2.9019 -0.2286
N -0.0963 -2.2247 -0.3825
C -1.0121 -2.6801 -1.2549
H -4.2709 -6.1833 -5.6230
H -2.6375 -6.2515 -4.9500
H -3.1380 -4.8687 -5.9400
H -4.2604 -5.6133 -3.1836
H -4.8109 -4.2492 -4.1538
H -2.9585 -2.6741 -4.9038
H -1.8950 -2.2371 -3.5916
H -4.9657 -2.2174 -3.4328
H -3.9593 -0.7931 -3.6590
H -3.8853 -1.6959 -2.1406
H 0.4463 -5.5395 -2.2403
H 2.2476 -4.5700 -0.7803
H 1.7457 -2.5098 0.4966
H -1.9023 -2.0791 -1.3604
```

## Properties
Multiplicity: 2
Expectation value of S²: 0.75
Relative energy (zero: lowest compared OMol25 entry of this formula, charge and spin) (eV): 0.1365
Gap between HOMO and LUMO (alpha / beta) (eV): 8.40 / 6.22

These are the Mulliken partial charges, in e, on atoms 1 to 2: 2.02 -0.81

Question: Which of these has the highest relative energy (zero: lowest compared OMol25 entry of this formula, charge and spin)?
Answer: C33H35BrF6IrN6O7S3